*A*
Below is the molecule C4H8N2, with properties calculated with ωB97M-V/def2-TZVPD.

The structure (SMILES) is NCC#CCN. For the HOMO energy, the calculation gives -0.341 hartree.

Each line ends with the Löwdin charge.
Positions of all 14 atoms, in Å:
C (1.980, -0.610, -0.272)  -0.28
C (0.546, -0.229, -0.399)  -0.05
C (-0.585, 0.191, -0.397)  -0.06
C (-2.019, 0.573, -0.328)  -0.30
H (2.759, 1.432, 0.027)  0.10
H (2.413, 0.640, 1.543)  0.11
H (2.081, -1.653, 0.190)  0.12
H (2.497, -0.709, -1.265)  0.11
H (-2.464, 0.561, -1.353)  0.10
H (-2.270, 1.687, 0.049)  0.15
H (-3.637, -0.241, 0.691)  0.05
H (-2.467, -1.414, 0.261)  0.10
N (2.840, 0.433, 0.514)  -0.09
N (-2.617, -0.413, 0.663)  -0.05

*B*
Below is the molecule C4H8N2, with properties calculated with ωB97M-V/def2-TZVPD.

For the HOMO energy, the calculation gives -0.259 hartree.

Each line ends with the Löwdin charge.
Positions of all 14 atoms, in Å:
C (1.481, 0.218, -0.739)  -0.18
N (1.786, 0.254, 0.681)  0.02
C (0.414, -0.618, -0.148)  -0.13
C (-0.719, 0.030, 0.284)  -0.33
C (-1.979, 0.218, -0.405)  -0.19
N (-1.884, -0.740, 0.701)  -0.02
H (2.268, -0.263, -1.327)  0.12
H (1.180, 1.193, -1.122)  0.12
H (2.705, -0.035, 0.957)  0.10
H (0.616, -1.677, 0.012)  0.13
H (1.135, 0.871, 1.187)  0.11
H (-2.151, -0.260, -1.364)  0.09
H (-2.543, 1.126, -0.243)  0.08
H (-2.309, -0.317, 1.525)  0.07

*C*
Below is the molecule C4H8N2, with properties calculated with ωB97M-V/def2-TZVPD.

The structure (SMILES) is C#CN(C)NC. For the HOMO energy, the calculation gives -0.314 hartree.

Each line ends with the Löwdin charge.
Positions of all 14 atoms, in Å:
C (1.563, -0.883, 2.010)  0.11
C (0.567, -0.739, 1.320)  -0.18
C (0.811, 0.605, -1.133)  -0.12
C (-1.635, -0.383, 0.600)  -0.10
N (0.115, -0.641, -1.014)  -0.07
N (-0.345, -0.912, 0.298)  -0.23
H (2.092, -0.768, 2.913)  0.01
H (1.035, 0.959, -2.190)  0.11
H (0.269, 1.408, -0.819)  0.04
H (1.713, 0.546, -0.652)  0.04
H (-1.403, 0.591, 1.045)  0.07
H (-2.252, -0.038, -0.234)  0.08
H (-2.267, -1.048, 1.344)  0.13
H (0.663, -1.305, -1.510)  0.11

*A* comes first in stability; the runner-up is 148.0 kJ/mol higher.